ORCA calculation (ωB97M-V/def2-TZVPD) on a single C4H6N2O molecule at a distorted geometry.

Summary:
SMILES string: COc1cnc[nH]1
electronic energy: -9270.7622 eV

```
! wB97M-V def2-TZVPD RIJCOSX def2/J DEFGRID3
* xyz 0 1
C 0.19446 0.71844 -2.09691
O 0.99088 0.54285 -0.93422
C 0.34070 0.00216 0.11838
C -0.93570 -0.49245 0.25091
N -1.16380 -0.87930 1.55621
C -0.09405 -0.51710 2.18091
N 0.93161 0.01712 1.39934
H -0.19050 -0.24696 -2.44877
H 0.85065 1.15612 -2.85242
H -0.64596 1.39714 -1.89554
H -1.75011 -0.56914 -0.46874
H 0.00948 -0.37008 3.24168
H 1.46233 -0.75880 1.94917
*
```

***

ORCA calculation (ωB97M-V/def2-TZVPD) on a single C4H6N2O molecule.

Summary:
SMILES string: COc1cnc[nH]1
electronic energy: -9272.2573 eV

```
! wB97M-V def2-TZVPD RIJCOSX def2/J DEFGRID3
* xyz 0 1
C -2.16006 -0.00659 -0.15177
O -1.10760 -0.73554 0.46567
C 0.10634 -0.20277 0.22268
C 0.53272 0.94450 -0.39069
N 1.90956 0.98282 -0.38796
C 2.30022 -0.11217 0.19820
N 1.23315 -0.87483 0.61561
H -2.18218 1.03426 0.19826
H -3.08846 -0.50651 0.12403
H -2.04784 -0.01026 -1.24424
H -0.02432 1.68935 -0.93750
H 3.31949 -0.47789 0.12598
H 1.20900 -1.72436 1.16173
*
```

***

ORCA calculation (ωB97M-V/def2-TZVPD) on a single C4H6N2O molecule.

Summary:
SMILES string: Nc1[nH]ccc1O
electronic energy: -9272.5246 eV

```
! wB97M-V def2-TZVPD RIJCOSX def2/J DEFGRID3
* xyz 0 1
N 1.90326 0.80094 0.04299
C 0.55630 0.37745 -0.02264
C -0.05051 -0.82924 0.24176
O 0.62716 -1.95988 0.65168
C -1.45758 -0.65407 0.12575
C -1.66228 0.66179 -0.21401
N -0.44351 1.27475 -0.30132
H 2.46369 0.38670 -0.69444
H 2.30901 0.49961 0.92302
H 0.77352 -2.52991 -0.11118
H -2.21963 -1.40336 0.29286
H -2.57844 1.20894 -0.38387
H -0.27173 2.24437 -0.51243
*
```

***

ORCA calculation (ωB97M-V/def2-TZVPD) on a single C4H6N2O molecule.

Summary:
electronic energy: -9269.1441 eV

```
! wB97M-V def2-TZVPD RIJCOSX def2/J DEFGRID3
* xyz 0 1
N 0.84006 -0.58216 1.97557
C -0.17038 -1.13874 1.36072
C -0.25435 1.43736 -0.30909
O -0.89344 2.56222 -0.70601
N -0.52435 0.51140 -1.23218
C -0.11885 -0.84161 -1.15736
C 0.09673 -1.52110 -0.02515
H 1.69281 -0.27226 1.50974
H 0.73475 -0.27470 2.93410
H -0.68510 3.23656 -0.05013
H -1.08888 0.77222 -2.03999
H -0.01524 -1.32219 -2.12536
H 0.38624 -2.56699 -0.13487
*
```

***

ORCA calculation (ωB97M-V/def2-TZVPD) on a single C4H6N2O molecule.

Summary:
SMILES string: Nc1cc[nH]c1O
electronic energy: -9272.3218 eV

```
! wB97M-V def2-TZVPD RIJCOSX def2/J DEFGRID3
* xyz 0 1
N -1.88398 0.54238 0.00631
C -0.47747 0.34928 0.00287
C 0.00863 -0.92249 -0.02109
O -0.71136 -2.05858 0.12385
N 1.36000 -0.89701 -0.09445
C 1.77135 0.44114 -0.02142
C 0.64042 1.22556 0.04262
H -2.24789 0.32501 -0.91677
H -2.12848 1.50117 0.21592
H -1.51479 -1.72966 0.56790
H 1.88620 -1.74258 -0.26832
H 2.79186 0.65242 0.25342
H 0.55893 2.30092 0.16667
*
```

***

ORCA calculation (ωB97M-V/def2-TZVPD) on a molecular structure, C4H6N2O.

Summary:
electronic energy: -9269.7671 eV

```
! wB97M-V def2-TZVPD RIJCOSX def2/J DEFGRID3
* xyz 0 1
C 2.13978 0.49034 0.85863
C 0.60881 0.50631 0.39462
N 0.63467 1.68271 0.81505
O -1.86172 1.11079 -0.12257
C -1.49304 -0.02268 -0.42440
N -2.35834 -0.93694 -0.98143
C -0.12796 -0.47569 -0.17988
H 2.53989 1.40525 1.30314
H 2.17761 -0.30620 1.60183
H 2.68753 0.27718 -0.05932
H -1.98221 -1.71827 -1.49514
H -3.22322 -0.54846 -1.32660
H 0.25820 -1.46433 -0.38393
*
```

***

Look up the electronic energy of the fourth one. -9269.1441 eV

***

Among the records above, which one has the lowest electronic energy? number 3

***

Among the records above, which one has the lowest electronic energy? number 3

***

The lowest electronic energy belongs to which entry? number 3